--- a ---
This record from the OMol25 dataset describes a 11-piece molecular cluster, BF4H20O10 overall. The level of theory is ωB97M-V/def2-TZVPD.

Structure (ORCA input):
```
! RIJCOSX wB97M-V def2-TZVPD def2/J DEFGRID3
* xyz -1 1
B 7.193 -30.223 -10.199
F 8.390 -29.817 -9.721
F 6.098 -29.822 -9.420
F 7.033 -29.542 -11.346
F 7.220 -31.561 -10.433
O 7.578 -30.023 -7.075
H 7.602 -30.062 -8.031
H 6.735 -29.615 -6.873
O 8.931 -32.134 -12.464
H 8.480 -31.643 -11.778
H 9.779 -31.700 -12.552
O 5.103 -29.109 -6.422
H 4.596 -29.064 -7.233
H 4.461 -29.333 -5.749
O 5.353 -29.065 -13.589
H 5.342 -29.909 -13.139
H 5.309 -29.288 -14.519
O 7.181 -26.893 -12.006
H 7.146 -26.430 -12.843
H 6.872 -27.776 -12.206
O 5.563 -32.650 -8.953
H 6.324 -32.271 -9.391
H 5.885 -32.904 -8.088
O 3.542 -30.327 -10.563
H 3.395 -31.138 -11.050
H 4.269 -30.529 -9.975
O 9.859 -28.227 -7.305
H 9.240 -28.957 -7.286
H 10.190 -28.169 -6.409
O 8.076 -29.006 -14.474
H 8.144 -28.793 -15.405
H 7.148 -28.896 -14.270
O 9.458 -32.141 -8.276
H 8.674 -32.495 -7.856
H 9.135 -31.422 -8.820
*
```

The LUMO energy is 2.6292 eV. For the frontier orbital gap, the calculation gives 10.3 eV.

=====

--- b ---
This record from the OMol25 dataset describes a 11-piece molecular cluster, BF4H20O10 overall. The level of theory is ωB97M-V/def2-TZVPD.

Structure (ORCA input):
```
! RIJCOSX wB97M-V def2-TZVPD def2/J DEFGRID3
* xyz -1 1
B -1.209 0.866 -0.167
F -0.172 0.157 -0.749
F -1.640 1.900 -1.001
F -2.200 -0.016 -0.125
F -0.876 1.275 1.143
O -0.958 -2.522 -0.281
H -0.981 -3.238 0.373
H -1.699 -1.906 -0.177
O -1.779 -0.783 -2.982
H -2.566 -1.325 -2.797
H -1.520 -0.239 -2.172
O 2.236 1.420 2.787
H 3.042 1.002 2.667
H 1.827 1.572 1.969
O -0.432 0.137 3.928
H -0.716 -0.744 3.618
H -0.385 0.682 3.125
O 1.387 -2.571 -1.690
H 1.088 -1.726 -1.957
H 0.652 -2.859 -1.136
O 0.235 3.286 -2.509
H 0.255 2.933 -3.426
H -0.486 2.827 -2.063
O 1.934 2.328 -0.119
H 1.347 2.682 -0.793
H 2.617 3.031 0.020
O -3.671 -2.504 0.582
H -3.064 -2.478 1.301
H -3.987 -1.658 0.213
O 3.220 0.019 -0.146
H 2.587 0.763 -0.245
H 3.599 -0.106 -1.020
O 0.914 -0.907 1.599
H 1.095 -1.130 0.664
H 0.306 -0.170 1.567
*
```

The LUMO energy is 2.7609 eV. For the frontier orbital gap, the calculation gives 9.7 eV.

=====

Which is the most stable structure? b is the most stable.

=====

--- a ---
This record from the OMol25 dataset describes a single C9H15NO2 molecule. The level of theory is ωB97M-V/def2-TZVPD.

Structure (ORCA input):
```
! RIJCOSX wB97M-V def2-TZVPD def2/J DEFGRID3
* xyz 0 1
C 2.529 0.062 -2.036
C 1.426 0.320 -0.988
C 1.489 1.708 -0.370
C 0.453 -0.621 -0.911
C -0.893 -0.485 -0.115
N -1.897 -0.620 -1.091
O -2.846 -1.354 -0.894
O -1.885 0.121 -2.051
C -1.087 0.271 1.129
C -2.256 1.188 1.190
C -0.948 -1.260 1.180
C 0.340 -1.718 1.711
H 3.442 0.402 -1.685
H 2.538 -1.035 -2.275
H 2.198 0.671 -2.831
H 0.581 2.043 -0.023
H 2.172 1.553 0.337
H 1.919 2.374 -1.040
H 0.394 -1.569 -1.427
H -0.151 0.674 1.480
H -2.430 1.625 2.224
H -3.203 0.740 0.704
H -2.125 2.104 0.586
H -1.804 -1.822 1.524
H 0.957 -0.830 1.670
H 0.853 -2.542 1.192
H 0.234 -2.002 2.810
*
```

The LUMO energy is 0.4348 eV. For the frontier orbital gap, the calculation gives 9.7 eV. The SMILES is CC(C)=CC1([N+](=O)[O-])[C@@H](C)[C@@H]1C.

=====

--- b ---
This record from the OMol25 dataset describes a single C9H15NO2 molecule. The level of theory is ωB97M-V/def2-TZVPD.

Structure (ORCA input):
```
! RIJCOSX wB97M-V def2-TZVPD def2/J DEFGRID3
* xyz 0 1
C -1.279 0.865 -1.059
C -0.869 1.139 0.248
C -1.007 -0.405 -1.813
C 0.553 -0.873 -1.677
C -0.431 0.174 1.189
C 1.270 -0.654 -0.402
C -1.107 2.563 0.713
C -0.981 -1.146 1.508
C 1.742 -1.769 0.554
N 1.817 0.631 -0.282
O 1.596 1.466 -1.158
O 2.392 0.898 0.760
H -1.457 1.873 -1.565
H -1.628 -1.278 -1.511
H -1.389 -0.272 -2.864
H 0.526 -1.865 -2.084
H 1.268 -0.291 -2.386
H 0.278 0.477 1.993
H -0.400 3.064 1.433
H -1.991 2.609 1.176
H -1.036 3.251 -0.149
H -0.365 -1.545 2.296
H -1.071 -1.743 0.572
H -1.849 -0.858 2.155
H 1.622 -1.611 1.641
H 2.786 -2.076 0.482
H 1.013 -2.625 0.231
*
```

The LUMO energy (spin up / spin down) is -0.7616 / -0.7686 eV. For the frontier orbital gap (spin up / spin down), the calculation gives 7.2 / 7.2 eV.

=====

Which is the most stable structure? a is the most stable.

=====

--- a ---
This record from the OMol25 dataset describes a 6-piece molecular cluster, C10H32O6 overall. The level of theory is ωB97M-V/def2-TZVPD.

Structure (ORCA input):
```
! RIJCOSX wB97M-V def2-TZVPD def2/J DEFGRID3
* xyz 0 1
C 24.817 0.391 6.768
C 23.497 0.118 7.524
C 23.476 0.794 8.834
O 22.549 0.446 6.833
H 25.019 1.465 6.525
H 24.897 -0.117 5.807
H 25.694 -0.077 7.127
H 23.465 -0.968 7.632
H 22.587 0.496 9.449
H 23.586 1.893 8.728
H 24.352 0.596 9.481
H 22.629 -0.119 6.051
C 23.505 2.724 11.890
C 24.723 3.502 12.418
C 25.266 4.386 11.260
O 24.524 4.301 13.346
H 23.255 1.966 12.576
H 23.806 2.209 10.933
H 22.612 3.336 11.661
H 25.530 2.845 12.784
H 24.456 4.712 10.638
H 25.954 3.737 10.658
H 25.945 5.173 11.499
H 23.768 4.869 13.109
C 27.285 1.489 9.077
O 27.898 1.759 7.845
H 26.203 1.273 8.935
H 27.328 2.420 9.629
H 27.784 0.623 9.584
H 27.669 2.687 7.571
C 28.475 0.727 4.155
O 27.560 0.801 5.234
H 29.235 1.475 4.275
H 28.048 0.812 3.114
H 29.046 -0.195 4.339
H 28.135 1.073 6.000
C 26.902 4.364 6.233
O 26.927 4.375 7.630
H 27.916 4.573 5.861
H 26.243 5.139 5.806
H 26.614 3.374 5.864
H 26.049 4.551 7.991
C 25.400 0.168 12.151
O 24.415 -0.816 11.968
H 25.550 0.716 11.275
H 26.328 -0.368 12.348
H 25.195 0.847 13.013
H 24.344 -1.253 12.800
*
```

The LUMO energy is 0.6633 eV. For the frontier orbital gap, the calculation gives 10.0 eV. The SMILES is CC(C)O.CC(C)O.CO.CO.CO.CO.

=====

--- b ---
This record from the OMol25 dataset describes a 6-piece molecular cluster, C10H32O6 overall. The level of theory is ωB97M-V/def2-TZVPD.

Structure (ORCA input):
```
! RIJCOSX wB97M-V def2-TZVPD def2/J DEFGRID3
* xyz 0 1
C -4.179 -23.014 8.606
C -4.497 -21.543 8.304
O -3.449 -20.691 8.639
H -5.069 -23.639 8.346
H -3.927 -23.213 9.659
H -3.337 -23.285 7.957
H -5.405 -21.263 8.804
H -4.869 -21.541 7.308
H -3.591 -20.548 9.600
C -7.304 -24.607 4.603
C -7.511 -23.930 3.236
O -6.352 -23.304 2.836
H -8.215 -24.969 5.123
H -6.868 -23.952 5.330
H -6.627 -25.413 4.517
H -8.312 -23.178 3.323
H -7.859 -24.647 2.496
H -6.617 -22.760 2.046
C -6.789 -18.533 9.076
C -8.230 -18.526 8.833
O -8.720 -17.401 9.549
H -6.372 -17.545 8.788
H -6.227 -19.171 8.384
H -6.590 -18.780 10.110
H -8.672 -19.500 9.136
H -8.477 -18.414 7.799
H -9.378 -16.944 9.014
C -5.988 -19.195 5.581
C -6.458 -19.752 4.220
O -5.334 -19.932 3.367
H -6.785 -19.330 6.327
H -5.723 -18.128 5.546
H -5.117 -19.727 5.896
H -7.122 -19.022 3.713
H -6.951 -20.732 4.311
H -5.646 -20.190 2.499
C -9.924 -19.863 5.518
O -10.554 -20.215 6.702
H -10.624 -19.615 4.709
H -9.073 -20.501 5.278
H -9.475 -18.920 5.782
H -11.182 -19.492 6.912
C -7.911 -22.094 7.583
O -9.299 -22.251 7.913
H -7.688 -20.995 7.640
H -7.740 -22.387 6.591
H -7.337 -22.712 8.236
H -9.784 -21.538 7.435
*
```

The LUMO energy is 0.1798 eV. For the frontier orbital gap, the calculation gives 10.0 eV. The SMILES is CCO.CCO.CCO.CCO.CO.CO.

=====

Which is the most stable structure? b is the most stable.

=====

--- a ---
This record from the OMol25 dataset describes a 2-piece molecular cluster, C16H17N overall. The level of theory is ωB97M-V/def2-TZVPD.

Structure (ORCA input):
```
! RIJCOSX wB97M-V def2-TZVPD def2/J DEFGRID3
* xyz 0 1
C 0.741 -0.287 -2.309
C 1.286 -1.446 -1.551
C 1.538 -2.697 -2.044
N 1.992 -3.512 -1.034
C 2.075 -2.796 0.133
C 2.396 -3.208 1.423
C 2.244 -2.297 2.441
C 1.592 -1.066 2.214
C 1.390 -0.638 0.925
C 1.595 -1.501 -0.163
H 0.008 -0.353 -3.116
H 1.555 0.273 -2.783
H 0.287 0.393 -1.585
H 1.358 -3.176 -2.991
H 2.161 -4.501 -1.083
H 2.898 -4.146 1.622
H 2.391 -2.602 3.471
H 1.355 -0.387 3.026
H 1.144 0.382 0.652
C -2.730 2.909 2.414
C -2.449 2.731 0.953
C -2.876 1.619 0.240
C -2.685 1.514 -1.134
C -2.084 2.570 -1.796
C -1.630 3.690 -1.107
C -1.723 3.709 0.271
H -2.940 3.949 2.640
H -1.820 2.710 2.986
H -3.511 2.268 2.820
H -3.331 0.791 0.775
H -2.999 0.592 -1.604
H -1.821 2.420 -2.830
H -1.429 4.589 -1.676
H -1.417 4.564 0.866
*
```

The LUMO energy is 0.9047 eV. For the frontier orbital gap, the calculation gives 8.6 eV. The SMILES is Cc1c[nH]c2ccccc12.Cc1ccccc1.

=====

--- b ---
This record from the OMol25 dataset describes a 2-piece molecular cluster, C16H17N overall. The level of theory is ωB97M-V/def2-TZVPD.

Structure (ORCA input):
```
! RIJCOSX wB97M-V def2-TZVPD def2/J DEFGRID3
* xyz 0 1
C -1.839 -1.201 -1.730
C -0.666 -0.266 -1.778
C 0.536 -0.517 -2.416
N 1.315 0.675 -2.536
C 0.547 1.636 -1.913
C 0.926 2.980 -1.848
C 0.047 3.853 -1.229
C -1.038 3.285 -0.506
C -1.368 1.959 -0.540
C -0.611 1.106 -1.343
H -2.218 -1.267 -2.759
H -2.572 -0.857 -0.992
H -1.507 -2.215 -1.469
H 0.977 -1.435 -2.761
H 1.807 0.823 -3.400
H 1.816 3.263 -2.407
H 0.163 4.926 -1.138
H -1.662 3.931 0.121
H -2.170 1.634 0.122
C -0.485 -4.024 2.092
C -0.127 -2.568 2.192
C 0.277 -1.963 1.009
C 0.960 -0.738 1.174
C 1.323 -0.219 2.383
C 0.713 -0.757 3.558
C -0.124 -1.829 3.395
H -0.147 -4.670 2.920
H -0.205 -4.498 1.175
H -1.621 -4.014 2.167
H 0.107 -2.279 -0.001
H 1.183 -0.344 0.196
H 1.782 0.771 2.473
H 1.075 -0.411 4.530
H -0.707 -2.334 4.175
*
```

The LUMO energy is 0.8920 eV. For the frontier orbital gap, the calculation gives 8.9 eV. The SMILES is Cc1c[nH]c2ccccc12.Cc1ccccc1.

=====

Which is the most stable structure? a is the most stable.

=====

--- a ---
This record from the OMol25 dataset describes a 2-piece molecular cluster, C16H17N overall. The level of theory is ωB97M-V/def2-TZVPD.

Structure (ORCA input):
```
! RIJCOSX wB97M-V def2-TZVPD def2/J DEFGRID3
* xyz 0 1
C -1.150 2.160 -0.178
C -1.717 1.034 0.475
C -2.962 0.485 0.415
N -3.110 -0.793 0.957
C -1.966 -0.932 1.724
C -1.455 -1.892 2.529
C -0.142 -1.877 3.076
C 0.616 -0.734 2.841
C 0.138 0.320 2.070
C -0.996 0.135 1.408
H -1.550 3.000 0.447
H -1.330 2.249 -1.252
H -0.071 2.093 -0.215
H -3.758 0.879 -0.309
H -3.855 -1.424 0.833
H -2.080 -2.714 2.714
H 0.301 -2.560 3.749
H 1.597 -0.728 3.395
H 0.586 1.304 1.884
C 2.979 1.506 -2.094
C 1.886 0.611 -1.921
C 0.968 0.325 -2.930
C 0.068 -0.720 -2.729
C 0.145 -1.534 -1.502
C 1.206 -1.283 -0.577
C 1.923 -0.139 -0.770
H 3.125 2.429 -2.745
H 3.873 1.079 -2.383
H 3.306 1.774 -1.045
H 1.014 1.046 -3.718
H -0.880 -1.038 -3.286
H -0.489 -2.338 -1.158
H 1.156 -1.778 0.311
H 2.624 0.054 -0.014
*
```

The LUMO energy is 0.8803 eV. For the frontier orbital gap, the calculation gives 8.6 eV. The SMILES is Cc1c[nH]c2ccccc12.Cc1ccccc1.

=====

--- b ---
This record from the OMol25 dataset describes a 2-piece molecular cluster, C16H17N overall. The level of theory is ωB97M-V/def2-TZVPD.

Structure (ORCA input):
```
! RIJCOSX wB97M-V def2-TZVPD def2/J DEFGRID3
* xyz 0 1
C 2.051 3.269 -0.147
C 0.739 3.339 -0.776
C -0.074 4.445 -0.963
N -1.412 3.983 -1.012
C -1.340 2.570 -1.153
C -2.454 1.824 -1.401
C -2.097 0.455 -1.797
C -0.770 -0.040 -1.837
C 0.248 0.819 -1.426
C 0.018 2.143 -1.110
H 2.863 3.713 -0.723
H 2.413 2.254 -0.011
H 2.102 3.821 0.806
H 0.212 5.440 -0.928
H -2.114 4.262 -1.697
H -3.471 2.354 -1.450
H -2.836 -0.274 -1.813
H -0.556 -1.043 -2.135
H 1.252 0.443 -1.396
C 2.442 -3.438 1.969
C 1.014 -3.052 1.533
C 0.194 -2.487 2.527
C -1.175 -2.246 2.172
C -1.644 -2.319 0.800
C -0.729 -2.865 -0.117
C 0.553 -3.228 0.232
H 3.100 -3.626 1.174
H 2.368 -4.348 2.627
H 3.039 -2.657 2.593
H 0.563 -2.338 3.503
H -1.851 -2.049 2.903
H -2.720 -2.180 0.572
H -1.201 -3.191 -1.016
H 1.272 -3.756 -0.504
*
```

The LUMO energy is 0.9136 eV. For the frontier orbital gap, the calculation gives 8.6 eV. The SMILES is Cc1c[nH]c2ccccc12.Cc1ccccc1.

=====

Which is the most stable structure? b is the most stable.

=====

--- a ---
This record from the OMol25 dataset describes a 2-piece molecular cluster, C4H14N2 overall. The level of theory is ωB97M-V/def2-TZVPD.

Structure (ORCA input):
```
! RIJCOSX wB97M-V def2-TZVPD def2/J DEFGRID3
* xyz 0 1
C -1.530 2.195 -2.474
C -1.445 1.119 -1.396
C -1.184 -0.234 -2.024
H -2.221 1.966 -3.283
H -1.757 3.183 -2.063
H -0.546 2.369 -2.903
H -0.547 1.335 -0.829
H -2.353 1.207 -0.808
H -0.739 -0.958 -1.353
H -0.350 -0.131 -2.740
H -1.895 -0.765 -2.655
N 1.446 -1.374 0.780
C 0.855 -0.788 1.975
N 1.691 -0.946 3.156
H 2.339 -0.923 0.606
H 1.619 -2.339 1.070
H -0.027 -1.417 2.112
H 0.525 0.232 1.798
H 2.679 -0.823 2.981
H 1.441 -0.314 3.904
*
```

The LUMO energy is 1.0817 eV. For the frontier orbital gap, the calculation gives 10.5 eV. The SMILES is CCC.NCN.

=====

--- b ---
This record from the OMol25 dataset describes a 2-piece molecular cluster, C4H14N2 overall. The level of theory is ωB97M-V/def2-TZVPD.

Structure (ORCA input):
```
! RIJCOSX wB97M-V def2-TZVPD def2/J DEFGRID3
* xyz 0 1
C -3.097 1.535 -0.408
C -2.410 0.182 -0.284
N -2.924 -0.522 0.898
H -4.091 1.431 -0.847
H -2.531 2.311 -0.916
H -3.294 1.935 0.595
H -1.329 0.303 -0.251
H -2.661 -0.385 -1.191
H -3.925 -0.636 0.779
H -2.540 -1.442 0.933
C 3.272 -0.724 -0.883
C 3.154 0.021 0.463
N 2.078 -0.451 1.352
H 3.396 -1.784 -0.667
H 4.089 -0.324 -1.478
H 2.367 -0.620 -1.487
H 2.978 1.085 0.315
H 4.125 -0.134 0.930
H 2.145 -1.465 1.288
H 1.197 -0.318 0.860
*
```

The LUMO energy is 0.8692 eV. For the frontier orbital gap, the calculation gives 10.3 eV. The SMILES is CCN.CCN.

=====

--- c ---
This record from the OMol25 dataset describes a 2-piece molecular cluster, C4H14N2 overall. The level of theory is ωB97M-V/def2-TZVPD.

Structure (ORCA input):
```
! RIJCOSX wB97M-V def2-TZVPD def2/J DEFGRID3
* xyz 0 1
C -1.332 2.225 -0.742
N -2.128 0.999 -0.784
C -2.313 0.488 0.586
H -0.336 1.961 -0.381
H -1.693 3.035 -0.098
H -1.174 2.586 -1.757
H -3.056 1.277 -1.098
H -2.938 1.120 1.223
H -2.787 -0.492 0.527
H -1.322 0.369 1.022
C 1.830 -1.966 -0.906
N 1.323 -0.944 0.001
C 2.185 -0.736 1.141
H 1.995 -2.932 -0.406
H 2.789 -1.616 -1.293
H 1.142 -2.107 -1.730
H 0.402 -1.253 0.309
H 3.184 -0.495 0.763
H 1.875 0.067 1.807
H 2.353 -1.586 1.817
*
```

The LUMO energy is 1.0594 eV. For the frontier orbital gap, the calculation gives 9.8 eV. The SMILES is CNC.CNC.

=====

Which is the most stable structure? b is the most stable.